# 1
Here is C20H55FLiN5O5 as an isolated structure at a distorted geometry from OMol25. Energies are from ωB97M-V/def2-TZVPD.

CARTESIAN COORDINATES (ANGSTROEM)
Li  -0.33  -0.44  1.59
F  0.81  0.80  0.51
C  0.09  0.65  5.37
C  0.15  0.23  3.93
C  0.98  -1.04  3.71
O  0.91  -1.64  2.43
C  0.98  -3.05  2.45
N  -1.23  0.02  3.58
H  -0.63  1.42  5.62
H  1.08  0.94  5.71
H  -0.05  -0.31  5.87
H  0.45  1.08  3.31
H  0.70  -1.69  4.54
H  2.04  -0.93  3.90
H  1.97  -3.33  2.79
H  0.79  -3.55  1.49
H  0.21  -3.50  3.08
H  -1.73  0.79  3.99
H  -1.57  -0.81  4.04
C  -3.05  -2.68  1.94
C  -2.14  -2.43  0.68
C  -2.85  -2.93  -0.63
O  -3.48  -4.19  -0.69
C  -2.66  -5.30  -0.26
N  -1.97  -0.99  0.62
H  -3.21  -3.72  2.21
H  -3.97  -2.09  1.98
H  -2.56  -2.39  2.87
H  -1.28  -3.09  0.75
H  -2.08  -2.83  -1.40
H  -3.65  -2.21  -0.82
H  -2.25  -5.02  0.70
H  -1.95  -5.57  -1.05
H  -3.22  -6.22  -0.12
H  -1.53  -0.60  -0.20
H  -2.86  -0.51  0.66
C  -0.25  1.92  -3.24
C  -1.36  1.31  -2.60
C  -2.49  0.99  -3.64
O  -3.02  2.16  -4.26
C  -4.34  2.13  -4.78
N  -0.83  0.16  -1.83
H  0.18  1.30  -4.03
H  0.55  2.13  -2.53
H  -0.51  2.79  -3.84
H  -1.80  2.08  -1.96
H  -3.19  0.40  -3.06
H  -2.12  0.28  -4.38
H  -4.90  1.63  -3.98
H  -4.38  1.50  -5.67
H  -4.78  3.13  -4.82
H  -0.20  0.68  -1.23
H  -0.24  -0.49  -2.34
C  1.20  4.62  0.56
C  1.24  3.98  -0.83
C  1.52  4.94  -2.02
O  0.55  6.07  -2.00
C  -0.74  5.76  -2.53
N  2.25  2.98  -0.77
H  2.11  5.15  0.84
H  0.99  3.88  1.32
H  0.39  5.35  0.57
H  0.27  3.48  -0.87
H  1.59  4.49  -3.02
H  2.52  5.32  -1.83
H  -0.61  5.45  -3.57
H  -1.44  6.59  -2.47
H  -1.28  4.96  -2.04
H  1.82  2.20  -0.31
H  2.40  2.66  -1.72
C  4.59  -1.83  1.84
C  3.94  -1.18  0.60
C  2.87  -2.00  -0.27
O  3.44  -3.18  -0.79
C  2.56  -4.16  -1.30
N  3.48  0.09  1.03
H  4.97  -2.84  1.72
H  3.95  -1.83  2.72
H  5.39  -1.14  2.12
H  4.75  -0.93  -0.09
H  2.65  -1.37  -1.13
H  1.92  -2.15  0.25
H  1.97  -4.42  -0.43
H  3.18  -4.95  -1.72
H  1.92  -3.83  -2.12
H  3.92  0.77  0.43
H  2.48  0.11  0.89

Values from the calculation:
* molar mass: 471.6 Da
* F_max: 0.082 hartree/bohr
* Kohn-Sham gap (spin up / spin down): 8.334 / 2.420 eV
* charge: +1
* 2S+1: 2

=====

# 2
Here is C20H55Fe2N6O8 as an isolated structure at a distorted geometry from OMol25. Energies are from ωB97M-V/def2-TZVPD.

CARTESIAN COORDINATES (ANGSTROEM)
Fe  -1.08  3.10  3.35
Fe  -2.71  -1.12  -0.38
N  -0.49  0.86  1.03
O  -0.64  1.68  1.89
O  -1.40  0.08  0.72
O  0.61  0.76  0.52
C  3.38  0.00  4.80
C  3.04  0.06  3.28
C  2.77  -1.38  2.70
O  3.73  -2.27  3.26
C  3.32  -3.62  3.03
N  1.89  0.92  3.16
H  3.65  0.92  5.32
H  4.22  -0.64  5.05
H  2.53  -0.39  5.36
H  3.83  0.64  2.80
H  2.80  -1.45  1.62
H  1.78  -1.71  3.03
H  2.26  -3.84  3.17
H  3.93  -4.34  3.57
H  3.42  -3.98  2.01
H  1.62  0.79  2.20
H  1.24  0.45  3.78
C  0.17  6.70  1.56
C  -0.39  5.49  0.82
C  0.60  4.71  0.09
O  1.77  4.49  0.90
C  2.52  3.30  0.43
N  -1.29  4.79  1.71
H  -0.59  7.19  2.18
H  0.53  7.40  0.81
H  0.83  6.30  2.33
H  -1.11  5.94  0.14
H  0.97  5.32  -0.74
H  0.22  3.85  -0.47
H  3.42  3.66  -0.08
H  2.18  2.61  -0.34
H  2.79  2.76  1.33
H  -2.04  4.46  1.12
H  -1.92  5.47  2.10
C  -0.90  -3.05  2.52
C  -0.42  -3.13  1.09
C  0.38  -4.31  0.65
O  0.95  -4.15  -0.64
C  1.58  -5.27  -1.18
N  -1.54  -2.91  0.24
H  -0.08  -3.16  3.23
H  -1.71  -3.75  2.75
H  -1.40  -2.11  2.73
H  0.17  -2.22  0.98
H  -0.18  -5.24  0.76
H  1.23  -4.48  1.31
H  1.84  -5.10  -2.22
H  1.02  -6.20  -1.10
H  2.57  -5.42  -0.75
H  -1.18  -3.47  -0.51
H  -2.26  -3.50  0.63
C  -2.56  2.82  -1.08
C  -3.66  1.90  -1.52
C  -3.61  1.55  -3.06
O  -2.37  0.94  -3.58
C  -2.52  0.69  -5.07
N  -3.83  0.76  -0.66
H  -2.70  3.75  -1.64
H  -1.64  2.25  -1.20
H  -2.71  3.04  -0.03
H  -4.61  2.45  -1.51
H  -4.04  2.42  -3.54
H  -4.35  0.80  -3.33
H  -1.54  0.24  -5.25
H  -2.75  1.60  -5.63
H  -3.29  -0.04  -5.30
H  -4.78  0.47  -0.85
H  -4.00  1.18  0.24
C  -1.60  -2.97  -3.44
C  -0.54  -2.03  -2.67
C  0.58  -1.37  -3.59
O  1.59  -0.60  -2.82
C  2.31  -1.31  -1.85
N  -1.22  -0.89  -1.95
H  -2.15  -2.29  -4.08
H  -2.13  -3.61  -2.73
H  -0.92  -3.56  -4.05
H  -0.02  -2.62  -1.92
H  0.08  -0.85  -4.40
H  0.93  -2.26  -4.11
H  3.07  -0.62  -1.46
H  2.91  -2.14  -2.23
H  1.69  -1.54  -0.98
H  -0.39  -0.36  -1.71
H  -1.65  -0.27  -2.62

Values from the calculation:
* molar mass: 619.4 Da
* F_max: 0.123 hartree/bohr
* Kohn-Sham gap (spin up / spin down): 5.325 / 3.713 eV
* charge: +4
* 2S+1: 10

=====

# 3
Here is C20H55N5O6V as an isolated structure at a distorted geometry from OMol25. Energies are from ωB97M-V/def2-TZVPD.

CARTESIAN COORDINATES (ANGSTROEM)
O  -0.42  -0.53  0.29
V  0.80  0.42  0.43
C  -2.67  1.95  -1.24
C  -1.19  1.79  -1.55
C  -0.85  2.67  -2.75
O  0.59  2.63  -2.91
C  1.08  3.61  -3.83
N  -0.37  2.18  -0.32
H  -3.31  1.82  -2.11
H  -2.87  2.97  -0.88
H  -3.01  1.29  -0.44
H  -1.08  0.74  -1.83
H  -1.19  3.69  -2.58
H  -1.30  2.24  -3.64
H  1.09  3.19  -4.84
H  2.10  3.88  -3.55
H  0.49  4.52  -3.79
H  -1.11  2.48  0.32
H  0.08  3.08  -0.52
C  -1.72  1.79  3.09
C  -0.61  0.81  3.50
C  -1.14  -0.61  3.56
O  -1.90  -0.95  2.44
C  -3.30  -1.07  2.64
N  0.58  1.02  2.58
H  -2.64  1.57  3.64
H  -2.04  1.66  2.05
H  -1.48  2.83  3.33
H  -0.36  1.11  4.52
H  -1.71  -0.74  4.48
H  -0.27  -1.29  3.56
H  -3.67  -1.91  2.05
H  -3.81  -0.18  2.27
H  -3.53  -1.29  3.68
H  1.33  0.57  3.13
H  0.79  2.01  2.73
C  -3.03  -1.21  -3.54
C  -3.82  -1.44  -2.27
C  -4.62  -2.74  -2.42
O  -5.47  -2.85  -1.31
C  -6.36  -3.98  -1.34
N  -2.88  -1.56  -1.12
H  -2.20  -1.90  -3.70
H  -2.65  -0.18  -3.53
H  -3.70  -1.27  -4.41
H  -4.57  -0.66  -2.12
H  -3.90  -3.58  -2.44
H  -5.16  -2.81  -3.38
H  -7.32  -3.68  -1.74
H  -6.43  -4.34  -0.32
H  -5.94  -4.81  -1.92
H  -2.17  -2.23  -1.40
H  -3.40  -2.05  -0.39
C  3.35  0.94  -3.16
C  2.93  0.80  -1.73
C  3.14  2.06  -0.90
O  2.56  1.91  0.38
C  3.17  2.80  1.32
N  1.47  0.36  -1.59
H  3.35  -0.03  -3.66
H  4.34  1.38  -3.18
H  2.68  1.60  -3.72
H  3.52  0.00  -1.29
H  2.83  2.98  -1.41
H  4.23  2.12  -0.79
H  2.50  2.95  2.17
H  3.37  3.77  0.86
H  4.08  2.37  1.75
H  1.38  -0.55  -2.04
H  1.04  0.98  -2.31
C  1.65  -3.13  2.31
C  2.64  -2.00  2.28
C  4.10  -2.38  2.33
O  4.79  -1.17  2.53
C  6.13  -1.38  2.96
N  2.41  -1.05  1.10
H  1.50  -3.75  1.42
H  0.68  -2.86  2.74
H  1.99  -3.89  3.04
H  2.48  -1.37  3.17
H  4.41  -2.83  1.37
H  4.26  -3.07  3.17
H  6.13  -1.89  3.92
H  6.58  -0.40  3.11
H  6.71  -1.93  2.21
H  3.19  -0.39  1.22
H  2.64  -1.61  0.27

Values from the calculation:
* molar mass: 512.6 Da
* F_max: 0.036 hartree/bohr
* energy above the lowest of the compared OMol25 structures with the same formula, charge and spin: 0.0 kJ/mol
* Kohn-Sham gap (spin up / spin down): 8.160 / 8.191 eV
* charge: +2
* 2S+1: 2

=====

# 4
Here is a 7-piece molecular cluster, C20H55N5O8 overall at a distorted geometry from OMol25. Energies are from ωB97M-V/def2-TZVPD.

CARTESIAN COORDINATES (ANGSTROEM)
C  -0.96  1.58  -4.60
O  0.34  0.98  -4.50
C  1.36  1.65  -5.20
C  1.75  2.99  -4.60
N  2.50  2.80  -3.39
C  2.80  3.97  -2.63
C  3.46  3.66  -1.31
O  2.71  2.86  -0.40
C  1.48  3.48  -0.11
H  -0.94  2.37  -3.87
H  -1.66  0.82  -4.32
H  -1.19  1.95  -5.60
H  1.16  1.80  -6.26
H  2.26  0.99  -5.10
H  0.89  3.71  -4.54
H  2.37  3.34  -5.43
H  2.00  2.15  -2.81
H  1.88  4.56  -2.38
H  3.46  4.59  -3.26
H  3.70  4.63  -0.90
H  4.49  3.23  -1.33
H  1.61  4.53  -0.26
H  1.22  3.36  0.96
H  0.64  3.09  -0.67
N  -4.98  0.28  2.45
C  -3.88  0.49  1.75
N  -3.99  0.51  0.46
O  -2.78  0.64  2.28
H  -5.90  0.14  2.06
H  -4.86  -0.11  3.36
H  -3.11  0.78  0.00
H  -4.85  0.27  0.05
N  -0.16  0.67  0.73
C  -0.52  0.60  -0.59
N  0.56  0.20  -1.41
O  -1.62  0.85  -1.06
H  0.81  0.46  0.90
H  -0.88  0.76  1.42
H  0.40  0.27  -2.41
H  1.39  -0.21  -0.95
C  -4.09  -2.70  -2.53
C  -3.08  -1.62  -2.32
C  -1.97  -1.78  -3.30
O  -3.75  -0.38  -2.49
H  -4.53  -2.54  -3.48
H  -4.89  -2.56  -1.75
H  -3.65  -3.67  -2.47
H  -2.59  -1.69  -1.34
H  -2.27  -1.54  -4.30
H  -1.58  -2.81  -3.23
H  -1.12  -1.20  -2.93
H  -3.02  0.22  -2.37
C  -2.45  -4.61  1.63
C  -1.72  -3.32  1.57
C  -0.26  -3.66  1.23
O  -2.27  -2.51  0.52
H  -1.97  -5.51  2.08
H  -2.62  -4.97  0.62
H  -3.41  -4.65  2.15
H  -1.80  -2.88  2.58
H  0.28  -2.70  1.04
H  -0.18  -4.29  0.35
H  0.18  -4.25  2.01
H  -2.22  -1.62  0.88
C  3.62  -0.81  2.67
C  4.11  0.18  1.66
C  5.09  -0.47  0.74
O  2.96  0.65  0.92
H  4.41  -1.09  3.35
H  3.31  -1.71  2.20
H  2.79  -0.35  3.24
H  4.55  1.08  2.15
H  4.60  -1.19  0.07
H  5.80  -1.04  1.36
H  5.68  0.27  0.19
H  3.14  1.37  0.27
C  -0.04  0.82  5.24
C  0.09  -0.55  4.62
C  0.96  -1.51  5.41
O  -1.11  -1.26  4.45
H  0.93  1.27  5.54
H  -0.58  0.66  6.15
H  -0.58  1.46  4.56
H  0.56  -0.32  3.63
H  1.02  -2.49  4.95
H  0.40  -1.65  6.40
H  2.00  -1.12  5.52
H  -1.67  -0.63  4.00

Values from the calculation:
* molar mass: 493.7 Da
* F_max: 0.057 hartree/bohr
* Kohn-Sham gap: 9.868 eV
* SMILES: COCCNCCOC.NC(N)=O.NC(N)=O.CC(C)O.CC(C)O.CC(C)O.CC(C)O

=====

# 5
Here is C20H56CdN3O10 as an isolated structure at a distorted geometry from OMol25. Energies are from ωB97M-V/def2-TZVPD.

CARTESIAN COORDINATES (ANGSTROEM)
Cd  -2.12  4.88  -3.46
C  -1.37  0.37  -0.26
C  -2.01  0.16  -1.65
O  -2.35  1.33  -2.44
H  -1.11  1.35  0.13
H  -0.53  -0.30  -0.06
H  -2.06  0.21  0.57
H  -2.99  -0.32  -1.59
H  -1.31  -0.47  -2.19
O  -6.93  -0.43  -3.88
H  -6.77  0.21  -4.57
H  -6.14  -0.41  -3.34
O  1.11  4.78  -2.46
H  1.58  3.96  -2.34
H  1.77  5.41  -2.73
O  -1.70  3.14  4.54
H  -2.27  2.37  4.58
H  -2.07  3.67  3.84
C  -3.68  0.55  -9.53
O  -2.32  0.14  -9.45
C  -1.84  0.06  -8.09
C  -0.37  -0.35  -8.21
N  0.25  -0.07  -6.92
C  1.69  -0.51  -7.06
C  1.88  -1.69  -6.10
O  1.22  -2.85  -6.61
C  1.22  -3.92  -5.67
H  -4.04  0.78  -10.53
H  -3.73  1.47  -8.95
H  -4.30  -0.29  -9.22
H  -2.29  -0.64  -7.38
H  -1.93  1.07  -7.70
H  0.11  0.25  -8.98
H  -0.24  -1.39  -8.49
H  -0.16  -0.61  -6.17
H  2.36  0.23  -6.63
H  2.08  -0.75  -8.04
H  1.63  -1.35  -5.09
H  2.92  -1.97  -5.98
H  0.54  -3.64  -4.88
H  2.25  -4.06  -5.33
H  0.82  -4.71  -6.31
C  -8.35  -1.69  2.64
O  -7.37  -1.89  3.69
C  -6.52  -0.82  3.80
C  -5.81  -1.14  5.12
N  -4.89  -0.12  5.50
C  -4.18  -0.49  6.70
C  -5.00  -1.27  7.86
O  -5.80  -0.46  8.65
C  -5.17  0.28  9.64
H  -7.77  -1.70  1.72
H  -8.79  -0.70  2.73
H  -9.00  -2.56  2.56
H  -7.03  0.14  3.91
H  -5.72  -0.81  3.07
H  -5.26  -2.08  5.18
H  -6.58  -1.24  5.89
H  -5.34  0.78  5.50
H  -3.66  0.35  7.15
H  -3.33  -1.11  6.40
H  -4.25  -1.73  8.51
H  -5.59  -2.14  7.58
H  -4.55  -0.37  10.27
H  -5.91  0.85  10.20
H  -4.62  1.14  9.26
C  6.25  2.29  -0.92
O  6.56  1.63  0.32
C  5.43  1.01  0.99
C  5.92  0.46  2.39
N  7.16  -0.28  2.14
C  7.72  -0.55  3.45
C  9.20  -0.95  3.36
O  10.01  0.17  3.01
C  10.92  0.67  3.94
H  5.54  3.11  -0.84
H  5.99  1.55  -1.68
H  7.16  2.81  -1.22
H  5.23  0.20  0.30
H  4.65  1.78  1.03
H  5.25  -0.36  2.66
H  5.77  1.11  3.25
H  7.76  0.23  1.51
H  7.13  -1.45  3.67
H  7.54  0.13  4.27
H  9.40  -1.71  2.60
H  9.61  -1.22  4.33
H  11.27  1.62  3.53
H  11.71  -0.07  4.05
H  10.50  0.93  4.91

Values from the calculation:
* molar mass: 611.1 Da
* F_max: 0.076 hartree/bohr
* Kohn-Sham gap: 1.433 eV
* charge: +1

=====

Which formula does entry 4 have? C20H55N5O8

=====

The lowest F_max belongs to which entry? C20H55N5O6V

=====

The highest molar mass belongs to which entry? C20H55Fe2N6O8

=====

Number 2 is which compound? C20H55Fe2N6O8